{
  "formula": "C19H42FIO11P2S",
  "method": "ωB97M-V with the def2-TZVPD basis set",
  "total_charge": 0,
  "homo_lumo_gap_ev": 7.80,
  "largest_force_ha_per_bohr": 0.1952,
  "total_energy_ev": -83129.5480,
  "spin_multiplicity": 1,
  "homo_energy_ev": -9.86,
  "species": ["C", "C", "F", "C", "C", "C", "C", "O", "S", "O", "O", "C", "I", "H", "H", "H", "H", "H", "H", "H", "H", "H", "H", "H", "H", "O", "P", "O", "C", "C", "O", "C", "C", "O", "C", "C", "H", "H", "H", "H", "H", "H", "H", "H", "H", "H", "H", "H", "H", "H", "H", "O", "P", "O", "C", "C", "O", "C", "C", "O", "C", "C", "H", "H", "H", "H", "H", "H", "H", "H", "H", "H", "H", "H", "H", "H", "H"],
  "coordinates": [[4.18005, 1.16681, 3.29975], [3.95296, 1.48789, 1.70839], [2.79318, 0.62363, 1.27249], [5.20390, 1.08669, 0.72915], [6.68362, 1.54988, 1.26086], [7.36582, 0.46938, 2.33991], [9.01323, 0.70151, 2.48377], [9.46195, 1.97612, 1.85891], [8.53773, 3.30083, 2.49974], [8.58877, 3.27679, 4.05457], [9.08755, 4.69197, 2.02142], [6.76651, 3.09685, 1.81504], [6.65489, 4.47029, 0.08112], [5.01678, 1.79616, 3.82266], [3.15085, 1.38262, 3.86442], [4.40430, 0.02095, 3.45911], [3.56386, 2.60517, 1.55187], [5.25267, -0.05530, 0.43365], [5.02155, 1.66886, -0.29693], [7.40526, 1.50767, 0.31047], [6.92669, 0.68482, 3.40840], [7.18524, -0.63641, 1.99619], [9.60555, -0.23682, 2.09330], [9.26529, 0.79018, 3.64107], [6.00181, 3.35738, 2.66170], [-0.04487, 4.08101, -0.50331], [-1.19229, 3.09619, -0.17049], [-0.86001, 2.06921, -1.42649], [0.21035, 1.15533, -1.27184], [-0.19352, -0.00729, -0.38752], [-2.36720, 3.97942, -0.95719], [-2.27706, 5.39758, -1.00490], [-1.68547, 5.84893, -2.32604], [-2.47437, 1.99579, 0.20138], [-3.05291, 2.16039, 1.48746], [-3.91199, 3.40770, 1.57131], [1.09126, 1.66532, -0.86749], [0.46619, 0.78350, -2.26837], [-0.36082, 0.32701, 0.64131], [0.58551, -0.77462, -0.37520], [-1.12864, -0.45702, -0.73673], [-1.70864, 5.78307, -0.15102], [-3.29379, 5.79398, -0.90833], [-0.73642, 5.35034, -2.54193], [-1.52002, 6.93055, -2.32743], [-2.36230, 5.59739, -3.15082], [-2.26206, 2.17931, 2.24352], [-3.67476, 1.27986, 1.67624], [-3.29102, 4.30913, 1.54835], [-4.48588, 3.42273, 2.50200], [-4.60425, 3.46720, 0.72521], [-6.37268, -5.15980, -1.80134], [-4.89318, -4.75718, -2.01632], [-4.30061, -6.28695, -1.78988], [-4.39504, -7.20190, -2.86631], [-3.33949, -6.91501, -3.91527], [-4.66185, -4.23356, -0.45053], [-5.74019, -3.65127, 0.27036], [-6.38513, -4.67621, 1.18285], [-3.24005, -4.30732, -2.25653], [-3.04446, -3.02488, -2.83348], [-3.35192, -1.90648, -1.85599], [-5.39843, -7.17241, -3.30442], [-4.23785, -8.20359, -2.45559], [-3.53316, -5.95774, -4.40958], [-3.32803, -7.69782, -4.67876], [-2.34559, -6.84829, -3.46097], [-6.46808, -3.19780, -0.41183], [-5.32789, -2.83585, 0.87476], [-6.66913, -5.58416, 0.64354], [-7.27686, -4.26157, 1.66261], [-5.68043, -4.98679, 1.96297], [-3.65626, -2.93380, -3.73616], [-1.99397, -2.96352, -3.13413], [-4.42797, -1.84346, -1.66402], [-3.02814, -0.94127, -2.25510], [-2.85865, -2.07732, -0.89362]],
  "atomic_forces_ev_per_a": [[-1.1045, -0.3997, 0.0931], [-0.2853, -0.6676, 0.3262], [2.1568, 1.6417, 0.8117], [-0.0607, 1.0360, -0.8585], [0.8633, -0.8784, -0.5470], [0.3342, 0.8928, 0.2720], [-0.8029, -0.7887, 1.8816], [-2.1191, 0.8404, 1.0213], [2.9625, 5.0501, 3.5762], [-0.8036, -1.1858, -5.3172], [-1.7681, -5.9704, 0.8190], [0.0865, -1.6636, -0.3580], [-0.3462, -0.7930, 1.0842], [-1.5980, -1.1200, -1.2130], [2.2937, -0.3845, -1.2896], [-0.3326, 2.3253, -0.4645], [1.0390, -2.5127, 0.2282], [-0.3263, 2.2845, 1.0214], [0.3633, -1.2655, 2.2268], [-1.6560, 0.2046, 2.0255], [0.7245, -0.7448, -2.1611], [0.1169, 2.2546, 0.6992], [-0.9853, 2.4065, 0.1938], [-0.5482, -0.2034, -2.4861], [1.7390, -0.3425, -1.6162], [-0.0712, -1.3695, 4.4649], [-2.3798, 0.7506, -9.7220], [0.2131, -0.0923, 0.7405], [0.2047, -0.4239, -0.0511], [-0.0106, -0.2245, 0.1652], [-0.0636, 0.0332, 1.5176], [0.0664, 0.3894, -0.2049], [0.0539, -0.0051, -0.3148], [2.6585, 0.8320, 2.5268], [-0.8204, -0.0686, 0.5855], [-0.0357, 0.3233, 0.0390], [0.0168, -0.0336, -0.0700], [-0.0802, 0.1782, 0.0305], [0.0803, -0.1018, -0.0218], [-0.0296, 0.0998, 0.0458], [0.1932, 0.1151, -0.0020], [0.0408, -0.0590, -0.2396], [0.0130, -0.1829, 0.0031], [-0.0609, 0.0916, 0.2331], [-0.0436, -0.0937, -0.0097], [0.0324, 0.0894, 0.1693], [-0.1743, -0.1143, 0.1425], [0.1799, -0.0022, -0.1094], [-0.1166, -0.0137, 0.0220], [0.0787, -0.0561, -0.0583], [0.1367, -0.0945, 0.1480], [0.7638, 2.4651, -3.8905], [1.7442, -4.9463, 8.5257], [-0.1439, 0.2906, -0.7418], [0.1916, -0.3251, -0.1936], [0.1638, 0.0313, -0.2317], [-0.0899, 1.0945, -1.0244], [-0.3034, -0.0101, 0.2917], [-0.0120, -0.2483, 0.2027], [-2.6366, 0.6198, -2.6334], [0.5733, 0.8540, -0.0644], [-0.2202, 0.1983, 0.1197], [-0.0110, -0.0721, 0.0544], [-0.0786, 0.1620, 0.0924], [0.0344, -0.0852, -0.0582], [-0.0292, 0.0685, 0.0410], [-0.1874, -0.0582, -0.0309], [0.0308, -0.2144, 0.1245], [0.1278, -0.0840, -0.0995], [-0.0387, 0.2399, -0.0914], [0.0943, -0.0265, -0.0209], [-0.0962, 0.1377, -0.0914], [0.1938, 0.1472, -0.0777], [-0.1135, -0.1733, -0.0020], [0.0820, 0.0728, 0.0278], [-0.0187, -0.0870, -0.0137], [-0.0453, -0.0341, -0.2137]]
}